One molecule with the formula C17H27N3O4S. Source: the OMol25 dataset; level of theory: ωB97M-V/def2-TZVPD.

Geometry as XYZ:
```
52
Properties=species:S:1:pos:R:3:forces:R:3
C -4.88598 -2.85477 -0.27385 -0.069 0.269 -0.068
H -5.75660 -3.35296 -0.69210 -0.099 -0.099 0.021
H -4.94527 -2.92290 0.80879 -0.016 -0.072 0.108
H -3.99046 -3.37130 -0.60775 0.081 -0.084 -0.036
C -4.84880 -1.40607 -0.74685 0.020 -0.202 0.002
N -3.58110 -0.76757 -0.43287 -0.054 0.093 -0.060
C -3.35918 0.43922 -1.20475 0.276 -0.008 -0.064
H -3.48284 0.20893 -2.26517 -0.023 0.029 0.019
C -1.93412 0.95009 -0.97355 -0.355 0.092 -0.437
N -1.73233 1.20284 0.43360 -0.052 -0.331 -0.006
C -1.46043 2.37549 1.03052 0.143 0.263 -0.118
O -1.47965 2.52012 2.24026 -0.006 0.251 0.200
C -1.07762 3.56142 0.13211 -0.071 0.163 0.258
H -1.97201 3.95946 -0.35716 0.107 -0.038 0.081
O -0.18413 3.25350 -0.91884 0.166 0.022 -0.127
C 0.99614 2.64660 -0.62175 0.285 -0.186 -0.169
C 1.49358 2.46282 0.66738 -0.112 0.127 0.014
C 2.68902 1.78904 0.84572 -0.034 0.078 -0.003
C 3.38066 1.30787 -0.24661 0.498 -0.376 0.016
C 2.91202 1.50834 -1.53161 0.037 -0.007 -0.086
C 1.72241 2.18021 -1.72151 -0.181 0.127 0.147
H 1.32511 2.34987 -2.70964 -0.036 0.005 -0.121
H 3.48533 1.12426 -2.36044 0.005 -0.032 -0.149
S 4.84757 0.33744 0.03856 -0.148 -0.299 0.349
O 5.75204 1.02006 0.91461 -0.117 0.064 0.207
O 5.34728 -0.13373 -1.22556 -0.343 0.115 -0.047
N 4.17203 -0.89798 0.93793 0.376 0.779 -0.242
H 4.83180 -1.29774 1.58781 0.304 0.106 0.131
C 3.39732 -1.87728 0.19788 -0.349 -0.420 -0.230
C 4.27510 -2.98283 -0.38308 -0.117 0.302 -0.087
H 4.75596 -3.54225 0.41749 0.043 -0.100 0.103
H 5.03967 -2.53846 -1.01517 0.068 -0.085 -0.049
H 3.67779 -3.66874 -0.97825 -0.040 -0.126 -0.044
C 2.29694 -2.43380 1.09995 0.167 0.267 -0.266
H 2.73452 -2.99269 1.92348 0.034 -0.106 0.130
H 1.70558 -1.61939 1.50998 -0.097 0.058 0.064
H 1.64766 -3.09607 0.53367 -0.074 -0.119 -0.017
H 2.94011 -1.31358 -0.62339 -0.097 -0.190 0.018
H 3.09351 1.62566 1.83118 -0.053 0.006 0.192
H 0.95991 2.82661 1.52979 -0.077 0.047 0.107
H -0.66801 4.34011 0.78684 -0.080 -0.189 -0.060
C -2.01513 0.03536 1.24469 -0.186 -0.094 0.419
C -3.43168 -0.46534 0.97940 0.280 -0.071 0.039
H -3.59824 -1.37241 1.55968 -0.017 0.035 0.048
H -4.15825 0.30041 1.30803 0.016 -0.050 0.000
H -1.89376 0.31366 2.29205 0.019 -0.076 -0.136
H -1.29865 -0.74988 0.98182 -0.036 -0.001 0.034
H -1.76605 1.84781 -1.56330 0.028 -0.086 0.058
H -1.22450 0.17769 -1.29177 -0.028 0.079 -0.065
H -4.07811 1.23589 -0.93477 0.031 -0.016 -0.041
H -5.70075 -0.84899 -0.31888 0.028 0.025 -0.087
H -4.95544 -1.39407 -1.83464 -0.043 0.061 0.048
```
Forces are in eV/Å.

The SMILES is CCN1CCN(C(=O)COc2ccc(S(=O)(=O)NC(C)C)cc2)CC1. The calculation puts the lowest unoccupied orbital energy at 0.5874 eV. The charge is 0. As for the spin multiplicity: 1. The calculation puts the energy above the lowest of the compared OMol25 structures with the same formula, charge and spin at 36.7 kcal/mol. As for the HOMO-LUMO gap: 9.65 eV.



A 7-piece molecular cluster, C17H27N5O10 overall. Source: the OMol25 dataset; level of theory: ωB97M-V/def2-TZVPD.

Geometry as XYZ:
```
59
Properties=species:S:1:pos:R:3:forces:R:3
C 13.94094 18.22839 33.54060 0.056 -0.514 0.492
N 13.87613 18.32709 32.06685 -0.257 0.042 -0.013
O 14.91931 18.32671 31.44709 0.080 -0.020 -0.058
O 12.76997 18.36947 31.57028 -0.033 -0.098 -0.101
H 13.16617 18.83500 33.99210 0.125 0.297 -0.199
H 14.94855 18.46393 33.86161 -0.058 0.245 0.008
H 13.71049 17.19687 33.81070 0.088 -0.063 -0.254
C 8.86553 22.16285 27.34326 -0.288 0.558 -0.669
N 8.55032 21.28142 26.18705 -0.368 0.040 -0.386
O 8.15453 21.81814 25.16925 0.021 -0.183 0.199
O 8.75041 20.08968 26.30543 0.020 -0.041 0.089
H 8.25604 21.91797 28.20587 0.378 -0.576 0.091
H 8.57797 23.15907 27.02245 0.281 0.068 -0.025
H 9.93742 22.04671 27.44846 -0.080 0.106 0.629
C 12.47499 20.06220 28.25621 -0.001 -0.387 -0.796
N 12.00294 20.74768 29.47234 0.748 -0.197 -0.202
O 10.86306 21.12844 29.49999 -0.669 0.259 0.187
O 12.84364 20.96223 30.31537 0.118 0.154 0.495
H 11.64048 19.62817 27.71087 -0.181 0.237 0.139
H 13.19997 19.28436 28.47093 0.107 0.210 0.400
H 12.94348 20.84631 27.66262 0.064 -0.095 -0.062
C 9.15635 16.91097 27.62100 -0.380 -0.067 0.173
N 9.65838 17.48912 28.90680 0.707 0.436 -0.910
O 10.39766 16.78150 29.56762 -0.309 0.011 0.263
O 9.39276 18.64801 29.14225 -0.164 -0.402 0.324
H 9.95050 16.32470 27.17308 0.073 -0.087 0.140
H 8.84177 17.71462 26.96561 -0.039 0.122 0.149
H 8.31487 16.27938 27.90238 0.047 -0.053 -0.161
C 13.37770 15.93376 28.62150 -0.176 -0.439 0.450
N 13.48240 16.53772 27.27495 0.305 0.125 0.854
O 12.82043 16.08634 26.38374 -0.825 -0.614 -0.703
O 14.22468 17.47871 27.16231 0.676 0.920 -0.120
H 13.18185 14.87635 28.47246 -0.041 0.023 0.117
H 12.55172 16.40410 29.15603 -0.073 -0.012 -0.255
H 14.28073 16.11896 29.19195 0.176 0.046 -0.265
C 14.79941 21.00004 35.81136 0.380 0.503 0.030
C 16.02055 21.00145 35.17190 1.108 -0.139 0.065
C 16.17603 21.36005 33.84167 -1.033 0.440 0.133
C 15.01612 21.73670 33.13950 0.224 -1.238 -0.116
C 13.75855 21.60874 33.73112 0.611 0.262 -0.016
C 13.66892 21.33284 35.09432 -0.618 -0.152 0.209
H 14.82597 20.82959 36.88029 -0.483 -0.136 -0.031
H 16.89938 20.74594 35.75777 -0.010 -0.031 -0.119
H 17.16432 21.35671 33.40662 -0.046 0.090 -0.223
H 15.03951 21.92797 32.07398 0.172 0.174 0.018
H 12.90601 21.69885 33.07052 -0.232 0.289 0.308
H 12.72830 21.35848 35.63469 -0.145 -0.078 -0.316
C 16.79963 22.29085 29.47479 0.865 -0.329 0.774
C 16.28908 21.11520 28.92765 -0.842 0.535 -0.171
C 16.65917 20.74507 27.64348 -0.041 0.218 0.293
C 17.59469 21.51415 26.95208 0.562 -1.037 0.193
C 18.29987 22.51295 27.60094 -0.599 -0.074 0.321
C 17.88785 22.89746 28.89321 0.657 0.423 -1.566
H 16.56139 22.69256 30.45360 -0.532 -0.419 0.014
H 15.51474 20.56152 29.44609 0.095 -0.049 0.094
H 16.23700 19.84191 27.22195 -0.008 0.072 -0.184
H 17.93333 21.15997 25.98480 -0.137 0.225 -0.109
H 19.14297 22.92986 27.06696 0.023 0.365 0.297
H 18.41334 23.70309 29.38950 -0.098 0.032 0.079
```
Forces are in eV/Å.

The SMILES is C[N+](=O)[O-].C[N+](=O)[O-].C[N+](=O)[O-].C[N+](=O)[O-].C[N+](=O)[O-].c1ccccc1.c1ccccc1. The calculation puts the lowest unoccupied orbital energy at 0.1572 eV. The charge is 0. As for the spin multiplicity: 1. As for the HOMO-LUMO gap: 9.33 eV.



C17H27N6OW as an isolated structure. Source: the OMol25 dataset; level of theory: ωB97M-V/def2-TZVPD.

Geometry as XYZ:
```
52
Properties=species:S:1:pos:R:3:forces:R:3
W 0.47355 -0.40031 -0.04070 -0.392 -0.423 1.039
C -3.12033 0.17175 -2.49052 -0.054 0.038 -0.053
C -1.94694 0.32583 -1.59031 -0.074 0.103 -0.113
N -1.49643 -0.59929 -0.81029 -0.369 -0.350 -0.105
C -2.05551 -1.96238 -0.80972 0.071 0.004 0.015
C -0.92626 -2.99293 -0.85487 -0.014 0.023 0.037
N 0.25860 -2.65206 0.01518 -0.216 0.035 -0.052
C 0.18488 -3.21758 1.39171 -0.019 0.067 -0.023
C -0.78528 -2.40022 2.20490 0.016 -0.008 0.041
N -0.41133 -0.96132 2.06891 0.203 0.052 -0.199
C 0.46328 -0.50162 3.20228 0.027 -0.001 -0.008
C 1.50951 0.51570 2.72979 -0.088 -0.057 0.011
N 1.05240 1.04546 1.44558 0.256 -0.011 -0.097
C 1.15835 2.29397 1.12274 -0.022 0.198 0.003
C 1.82595 3.33229 1.95172 0.023 0.016 -0.002
C 0.42804 2.60316 -0.12036 0.066 0.035 0.107
C 0.15897 3.84766 -0.65721 0.011 0.167 0.001
C -0.79145 3.94254 -1.66772 0.005 0.055 -0.013
C -1.51509 2.81604 -2.04342 -0.116 0.053 -0.056
C -1.19523 1.59643 -1.47436 -0.057 -0.069 -0.082
N -0.16855 1.50377 -0.61000 -0.118 0.107 -0.109
H -3.97862 -0.22997 -1.94952 0.015 0.016 0.007
H -2.88723 -0.52538 -3.30153 0.021 0.018 0.017
H -3.41661 1.11320 -2.94192 -0.004 -0.013 0.000
H -2.69166 -2.13558 -1.67394 -0.055 0.011 -0.025
H -2.68238 -2.07900 0.07289 -0.016 0.042 0.039
H -0.55414 -3.06522 -1.87252 0.061 0.019 -0.054
H -1.32120 -3.96837 -0.57333 0.024 -0.068 0.000
H 1.05375 -3.09631 -0.43703 0.075 0.091 -0.069
H 1.18509 -3.16149 1.82308 0.050 -0.012 -0.003
H -0.10872 -4.26651 1.36206 -0.002 -0.041 -0.003
H -0.76348 -2.70992 3.24881 -0.033 0.018 0.040
H -1.80679 -2.53593 1.85942 -0.010 0.015 -0.005
H -1.27156 -0.42593 2.13487 -0.034 0.056 0.008
H 0.95875 -1.36601 3.63696 0.006 -0.042 -0.009
H -0.16900 -0.06991 3.97478 -0.036 -0.007 0.044
H 2.48289 0.04310 2.59925 0.039 -0.008 -0.027
H 1.63011 1.30588 3.46592 0.004 0.050 0.011
H 2.84891 3.03160 2.18813 -0.017 0.005 -0.007
H 1.29935 3.46993 2.89980 -0.027 0.003 -0.011
H 1.85900 4.29392 1.44894 0.014 -0.011 -0.003
H 0.65006 4.73585 -0.28367 -0.012 -0.015 -0.013
H -1.01617 4.90373 -2.11281 0.006 -0.022 0.014
H -2.33146 2.90776 -2.74619 0.021 -0.005 0.005
C 1.38955 -0.42228 -3.13557 -0.003 0.039 0.029
O 0.92091 -0.74262 -1.82652 0.170 0.032 -0.499
H 0.57831 -0.53280 -3.85419 -0.062 -0.017 0.019
H 2.19055 -1.10431 -3.41332 0.032 -0.046 0.037
H 1.76238 0.60084 -3.16678 -0.004 0.046 0.050
N 3.73727 -0.76164 -0.15481 0.451 -0.066 0.161
C 2.62083 -0.64259 0.07421 0.217 -0.118 -0.082
H 4.73019 -0.87093 -0.30881 -0.032 -0.005 -0.016
```
Forces are in eV/Å.

The calculation puts the lowest unoccupied orbital energy (spin up / spin down) at -10.0784 / -11.2107 eV. The charge is +3. As for the spin multiplicity: 3. The calculation puts the energy above the lowest of the compared OMol25 structures with the same formula, charge and spin at 4.1 kcal/mol. As for the HOMO-LUMO gap (spin up / spin down): 7.39 / 8.20 eV.



C17H28BiNO2P2 as an isolated structure. Source: the OMol25 dataset; level of theory: ωB97M-V/def2-TZVPD.

Geometry as XYZ:
```
51
Properties=species:S:1:pos:R:3:forces:R:3
Bi -0.04524 -0.78637 1.12874 0.428 -1.042 0.842
P -2.37836 -0.14442 0.11741 -1.621 2.021 -0.912
C -2.28354 0.38974 -1.64606 -0.240 0.319 0.465
C -0.83525 0.66824 -2.04454 0.069 0.822 -0.035
N 0.23989 0.43484 -1.23873 -0.297 -0.199 -0.063
C 1.46738 0.87394 -1.62567 -0.475 -0.206 -0.460
C 1.60995 1.61088 -2.79953 0.325 -0.028 0.076
C 0.51609 1.86563 -3.62720 0.116 0.322 0.045
C -0.72566 1.38775 -3.22814 0.392 -0.056 -0.241
C 2.71320 0.54593 -0.80300 0.092 0.878 -0.013
P 2.54791 -0.89888 0.27501 1.156 0.328 -0.756
H -1.63371 1.59039 -3.80092 0.387 -0.099 0.097
H 2.61139 1.98653 -3.02062 -0.376 -0.105 -0.177
H 0.62211 2.47703 -4.54022 -0.018 -0.475 0.591
H 3.58715 0.37106 -1.45671 -0.514 0.109 0.059
H 2.99500 1.42535 -0.20421 -0.190 -0.128 0.013
H -2.84835 -0.23156 -2.38223 0.696 0.111 0.639
H -2.83213 1.38348 -1.62021 0.709 -1.100 -0.257
H -1.52590 -4.22663 -3.44322 -0.704 0.233 -0.393
O -2.26970 -3.86020 -3.96909 1.078 -0.285 0.285
H -1.98276 -4.04287 -4.87747 -0.296 0.087 0.193
H -0.03780 -3.60679 -0.82639 0.227 -0.810 -0.051
O 0.56898 -4.28467 -1.17576 -0.309 -0.360 0.687
H 0.44593 -5.11017 -0.64156 -0.025 1.162 -0.630
C 3.07645 -2.18821 -0.87904 -0.549 -0.506 0.076
H 4.02956 -1.92053 -1.35197 -0.189 0.056 0.248
H 3.18044 -3.12850 -0.33027 -0.026 0.020 -0.267
H 2.30856 -2.31044 -1.64597 0.147 -0.192 -0.019
C 3.91645 -0.86511 1.45791 -0.144 0.245 0.486
H 3.85016 -1.79919 2.03657 0.154 0.332 -0.077
H 4.89047 -0.82191 0.94652 -0.377 -0.008 0.094
H 3.80481 -0.00543 2.13468 0.145 -0.315 -0.108
C -3.17970 1.35457 0.79437 0.106 0.181 0.543
H -4.19938 1.44183 0.38847 0.298 -0.144 0.103
H -3.23217 1.29331 1.88956 -0.043 0.091 -0.235
H -2.62700 2.26653 0.52308 -0.021 -0.363 0.132
C -3.65416 -1.38164 0.27332 -0.021 -0.725 0.121
H -3.77188 -1.66540 1.32514 -0.005 -0.013 -0.178
H -4.60572 -0.99105 -0.09338 0.104 -0.003 -0.021
H -3.37005 -2.25833 -0.31155 -0.166 -0.095 0.082
C -0.15896 2.98877 4.42268 -0.058 -0.141 -0.026
C -0.39229 1.67687 4.87464 0.322 -0.033 -0.530
C -0.25754 0.61046 3.96428 -0.145 0.225 -0.215
C 0.08071 0.88605 2.63176 -0.188 0.559 -0.517
C 0.25685 2.19708 2.16472 -0.234 0.185 0.477
C 0.12127 3.26918 3.07423 0.214 -0.523 -0.156
H -0.19364 3.81061 5.14399 -0.133 -0.286 -0.319
H -0.66480 1.48606 5.92265 0.217 0.089 -0.600
H -0.44320 -0.42230 4.25887 0.045 0.245 0.216
H 0.46442 2.34834 1.09848 -0.046 0.263 0.471
H 0.24376 4.31015 2.73657 -0.014 -0.643 0.215
```
Forces are in eV/Å.

The calculation puts the lowest unoccupied orbital energy at -7.1941 eV. The charge is +2. As for the spin multiplicity: 1. As for the HOMO-LUMO gap: 7.68 eV.



no.,E_tot (Eh)
1,-1527.3966
2,-1689.6622
3,-1133.9369
4,-1766.5738